12
Properties=species:S:1:pos:R:3:lowdin_charge:R:1 method="wB97M-V/def2-TZVPD" homo_lumo_gap_ev=10.766 e_lumo_ev=0.881 fmax_ev_per_a=0.85 de_lowest_kj_mol=189.9 total_energy_ha=-269.27393
O 2.35428 -1.07299 0.59479 0.051
C 1.98172 0.06393 0.75875 -0.266
C 0.58687 0.54815 0.45790 -0.160
C -0.29996 -0.49643 -0.24180 -0.213
C -1.64828 0.01919 -0.44012 -0.160
C -2.62033 0.59106 -0.85804 0.106
H 2.67141 0.82987 1.17890 0.122
H 0.64397 1.48556 -0.11060 0.124
H 0.15027 0.84514 1.42651 0.129
H -0.03146 -0.70466 -1.28115 0.127
H -0.22699 -1.45732 0.27752 0.120
H -3.54213 1.10409 -0.97385 0.020

=====

12
Properties=species:S:1:pos:R:3:lowdin_charge:R:1 method="wB97M-V/def2-TZVPD" homo_lumo_gap_ev=10.430 e_lumo_ev=0.594 fmax_ev_per_a=0.45 de_lowest_kj_mol=137.2 total_energy_ha=-269.29397
C -0.09365 1.48784 0.75626 -0.045
C -0.21864 0.18746 0.00923 -0.262
C -1.50984 -0.11415 -0.65877 -0.240
O -2.46056 0.63420 -0.63176 0.051
C 0.70998 -0.73959 -0.07022 -0.049
C 1.56304 -1.72218 -0.13101 0.035
H 0.82713 1.51864 1.34300 0.081
H -0.10259 2.33557 0.06365 0.087
H -0.95202 1.60928 1.42384 0.085
H 1.53757 -2.49937 0.62821 0.067
H -1.55132 -1.09456 -1.17595 0.125
H 2.31048 -1.80229 -0.91576 0.066

=====

13
Properties=species:S:1:pos:R:3:lowdin_charge:R:1 method="wB97M-V/def2-TZVPD" homo_lumo_gap_ev="7.709 / 7.712" e_lumo_ev="-1.539 / -1.538" fmax_ev_per_a=0.53 de_lowest_kj_mol=682.3 total_energy_ha=-344.34203
C 0.16747 0.57604 -0.97772 0.198
C -0.18913 0.28758 0.42185 -0.481
O 0.49706 -0.92046 0.30526 -0.107
C -0.50683 -1.82921 -0.85641 -0.332
O -1.65416 -1.95990 -0.47235 -0.007
C 0.34854 1.20323 1.42651 -0.049
C 0.79948 1.96733 2.23892 0.138
H -0.55881 0.81859 -1.75093 0.104
H -0.27098 -1.01360 -1.67146 0.103
H 1.21616 0.76011 -1.18122 0.117
H -1.26882 0.12430 0.54970 0.152
H 0.21563 -2.64820 -1.00061 0.132
H 1.20438 2.63418 2.96844 0.033

=====

13
Properties=species:S:1:pos:R:3:lowdin_charge:R:1 method="wB97M-V/def2-TZVPD" homo_lumo_gap_ev=10.157 e_lumo_ev=0.650 fmax_ev_per_a=2.51 de_lowest_kj_mol=266.4 total_energy_ha=-344.50044
C -0.34591 -1.13163 0.46399 -0.052
C 2.92056 -0.13530 -0.18394 -0.486
C 0.83892 -1.11294 0.26267 -0.111
C 2.23535 0.92977 -0.97316 0.033
C -1.78012 -1.38648 0.39188 -0.091
O 2.15036 -1.10444 0.35205 0.099
O 4.10033 -0.37163 -0.15938 0.128
H 1.98056 0.44532 -1.84790 0.078
H 2.91561 1.72367 -1.29759 0.109
H 1.37873 1.26028 -0.49456 0.063
H -2.48564 -0.65579 0.70379 0.060
H -2.03570 -2.24540 1.00917 0.084
H -1.79558 -1.44691 -0.69451 0.085

=====

13
Properties=species:S:1:pos:R:3:lowdin_charge:R:1 method="wB97M-V/def2-TZVPD" homo_lumo_gap_ev=9.500 e_lumo_ev=-1.149 fmax_ev_per_a=0.62 de_lowest_kj_mol=408.2 total_energy_ha=-344.44645
C -1.46080 1.08212 0.22858 -0.047
C -0.54484 -0.12624 0.33190 -0.414
O -1.14893 -1.19272 -0.34152 -0.006
C 0.85978 0.19464 -0.21778 -0.300
O 1.64016 -2.03154 -0.16594 0.065
C 1.36376 1.25268 -0.78104 0.292
C 1.93303 -0.85693 -0.14057 -0.230
H -2.42223 0.86166 0.70058 0.087
H -1.63974 1.32125 -0.82373 0.093
H -1.01194 1.94860 0.72428 0.088
H -0.38157 -0.37828 1.39255 0.154
H -0.54637 -1.95104 -0.29363 0.088
H 2.97803 -0.52775 -0.01411 0.129

=====

13
Properties=species:S:1:pos:R:3:lowdin_charge:R:1 method="wB97M-V/def2-TZVPD" homo_lumo_gap_ev=9.267 e_lumo_ev=0.399 fmax_ev_per_a=0.84 de_lowest_kj_mol=614.0 total_energy_ha=-344.36805
C -0.89195 0.23181 1.03458 -0.012
C -0.65868 -1.09294 0.28833 -0.177
O -1.47995 -0.58307 -0.82819 -0.042
C -0.61378 0.53369 -0.45027 -0.209
C 2.25479 1.00083 -0.12006 0.072
O 1.64580 -0.04262 0.36361 -0.134
C 0.53887 -0.48246 -0.43291 -0.224
H -1.92720 0.40184 1.32693 0.119
H -0.16417 0.55262 1.78354 0.117
H -0.81464 -2.12492 0.59855 0.150
H -0.69196 1.48568 -0.98229 0.155
H 1.93705 1.04929 -1.20574 0.020
H 0.86583 -0.92976 -1.37610 0.166

=====

13
Properties=species:S:1:pos:R:3:lowdin_charge:R:1 method="wB97M-V/def2-TZVPD" homo_lumo_gap_ev=10.539 e_lumo_ev=0.499 fmax_ev_per_a=0.56 de_lowest_kj_mol=143.8 total_energy_ha=-344.54716
O 0.20933 1.08933 2.19024 0.066
C -0.50398 0.89296 1.23559 -0.219
C -0.22186 -0.04725 0.12082 -0.350
C 0.98672 -0.93401 0.03153 -0.051
C 1.06721 0.41645 -0.57420 -0.040
C -1.39658 -0.41310 -0.72674 -0.204
O -1.53821 -1.48254 -1.27083 0.071
H -1.40565 1.51661 1.05053 0.133
H 0.85007 -1.76430 -0.65624 0.113
H 1.56329 -1.14530 0.92551 0.119
H 1.03292 0.56782 -1.64630 0.116
H 1.60661 1.16668 -0.00172 0.115
H -2.16573 0.37905 -0.83444 0.131

=====

13
Properties=species:S:1:pos:R:3:lowdin_charge:R:1 method="wB97M-V/def2-TZVPD" homo_lumo_gap_ev=10.111 e_lumo_ev=0.957 fmax_ev_per_a=0.77 de_lowest_kj_mol=253.2 total_energy_ha=-344.50549
C 1.15197 0.29307 -1.51676 -0.084
C 0.90386 -0.60012 -0.34483 -0.165
O 0.17140 1.24328 0.95445 0.056
C -0.89827 1.00607 1.45400 -0.301
O -1.67811 -0.08104 1.35669 -0.003
C -0.21182 -1.25405 -0.10454 -0.019
C -1.33675 -1.21194 0.55735 -0.104
H 0.21944 0.64185 -1.96924 0.087
H 1.71739 -0.28045 -2.25398 0.079
H 1.74751 1.16351 -1.22150 0.082
H 1.72732 -0.72557 0.35600 0.122
H -1.37722 1.74617 2.10293 0.142
H -2.13670 -1.94079 0.62943 0.108

=====

13
Properties=species:S:1:pos:R:3:lowdin_charge:R:1 method="wB97M-V/def2-TZVPD" homo_lumo_gap_ev=8.692 e_lumo_ev=-0.387 fmax_ev_per_a=0.65 de_lowest_kj_mol=403.3 total_energy_ha=-344.44831
O 2.70043 0.49259 -0.92759 0.045
C 2.14495 0.42807 0.28892 -0.209
C 0.92358 0.85150 0.61101 -0.021
C -0.31521 0.62499 0.75860 -0.076
C -1.54912 0.14438 0.77451 -0.098
C -2.34211 0.12717 -0.46520 -0.300
O -3.39682 -0.46159 -0.58445 0.027
H 2.03834 0.81106 -1.56074 0.125
H 2.82629 0.00791 1.02333 0.132
H 0.76936 -1.67634 -0.18180 0.068
H -1.94683 -0.35655 1.65265 0.118
H 0.03257 -1.67551 -0.07702 0.068
H -1.88543 0.68233 -1.31221 0.121

=====

13
Properties=species:S:1:pos:R:3:lowdin_charge:R:1 method="wB97M-V/def2-TZVPD" homo_lumo_gap_ev=11.346 e_lumo_ev=0.970 fmax_ev_per_a=0.57 de_lowest_kj_mol=182.3 total_energy_ha=-344.53246
C 0.95646 -0.46470 -0.87694 -0.025
C 0.11485 0.17782 0.22430 -0.365
O -1.28863 0.04172 -0.10173 -0.006
C -1.73691 0.89728 -1.02753 -0.336
O -1.09030 1.76383 -1.55783 0.073
C 0.35460 -0.42398 1.53856 -0.071
C 0.69248 -0.84321 2.61434 0.136
H 0.45238 -1.36509 -1.23866 0.096
H 1.94067 -0.74617 -0.50029 0.087
H 1.07841 0.23141 -1.70680 0.080
H 0.33268 1.24804 0.29362 0.150
H -2.79702 0.68562 -1.23517 0.149
H 0.99032 -1.20257 3.57412 0.031

=====

13
Properties=species:S:1:pos:R:3:lowdin_charge:R:1 method="wB97M-V/def2-TZVPD" homo_lumo_gap_ev=9.211 e_lumo_ev=0.306 fmax_ev_per_a=0.68 de_lowest_kj_mol=507.5 total_energy_ha=-344.40862
O 0.78092 1.04792 0.26704 -0.040
C 2.17632 -0.01537 0.32275 -0.028
C 1.32093 -1.16570 0.41195 -0.031
C 0.23307 -0.41773 0.43951 -0.307
C -1.25246 -0.47253 0.44154 -0.120
C -1.84015 0.08872 -0.84218 -0.257
O -2.73631 0.89558 -0.88115 0.054
H 0.67063 1.57887 1.07362 0.128
H 2.72061 0.34562 1.20048 0.104
H 2.67945 0.23452 -0.61392 0.105
H -1.69818 0.06608 1.28747 0.124
H -1.52443 -1.53409 0.51757 0.136
H -1.37588 -0.30288 -1.77119 0.132

=====

13
Properties=species:S:1:pos:R:3:lowdin_charge:R:1 method="wB97M-V/def2-TZVPD" homo_lumo_gap_ev="7.507 / 7.507" e_lumo_ev="0.028 / 0.029" fmax_ev_per_a=0.53 de_lowest_kj_mol=432.4 total_energy_ha=-344.43723
C 0.59693 0.79837 -1.45701 0.134
C 0.02163 -0.91359 -0.47009 -0.206
O 0.96970 0.01377 0.10229 -0.092
C 0.37744 0.51770 1.41742 -0.427
O 0.99987 1.33893 2.03600 0.077
C -0.84299 -0.18382 1.49787 -0.022
C -1.03491 -1.01666 0.39468 -0.075
H 1.57654 1.26910 -1.49212 0.087
H 0.40614 0.21950 -2.35920 0.069
H -0.21897 1.47080 -1.21024 0.101
H 0.47822 -1.67562 -1.08521 0.130
H -1.45383 -0.15794 2.39013 0.110
H -1.87576 -1.68052 0.23547 0.114

=====

13
Properties=species:S:1:pos:R:3:lowdin_charge:R:1 method="wB97M-V/def2-TZVPD" homo_lumo_gap_ev="7.808 / 7.154" e_lumo_ev="-0.348 / -1.215" fmax_ev_per_a=2.79 de_lowest_kj_mol=394.7 total_energy_ha=-344.45159
C -0.57320 1.29066 1.27630 -0.005
C 0.25502 0.15297 -0.91041 -0.258
C 0.28030 -1.03516 -0.38148 -0.042
C 0.30745 -2.23172 0.12430 0.023
O 0.66820 0.25671 -2.22473 0.080
C -0.20909 1.37774 -0.18603 -0.371
O -0.28508 2.45855 -0.77433 0.077
H 0.93355 -0.62543 -2.53295 0.117
H -0.50823 0.27753 1.67532 0.068
H -1.60122 1.64038 1.40651 0.093
H 0.10925 1.92660 1.84727 0.095
H 0.13822 -2.39083 1.18381 0.062
H 0.48482 -3.09799 -0.50358 0.061

=====

13
Properties=species:S:1:pos:R:3:lowdin_charge:R:1 method="wB97M-V/def2-TZVPD" homo_lumo_gap_ev=10.213 e_lumo_ev=-0.031 fmax_ev_per_a=0.94 de_lowest_kj_mol=374.9 total_energy_ha=-344.45913
C -1.34305 1.05821 0.14542 -0.039
C -0.61171 -0.26077 0.29229 -0.396
O -1.44900 -1.31430 -0.09727 -0.020
C 0.66858 -0.38995 -0.52753 -0.425
O 0.99013 -1.48256 -0.94858 0.072
C 1.61371 0.76857 -0.63119 0.018
C 2.58042 0.25912 -0.07038 0.194
H -2.30422 0.98158 0.66169 0.087
H -1.53113 1.28219 -0.90810 0.092
H -0.76967 1.87940 0.58612 0.082
H -0.29369 -0.38368 1.34649 0.159
H -0.85140 -2.05722 -0.28878 0.091
H 3.30101 -0.34058 0.43981 0.084

=====

13
Properties=species:S:1:pos:R:3:lowdin_charge:R:1 method="wB97M-V/def2-TZVPD" homo_lumo_gap_ev=9.420 e_lumo_ev=0.883 fmax_ev_per_a=0.43 de_lowest_kj_mol=524.4 total_energy_ha=-344.40216
C 0.59240 0.59524 1.20982 -0.108
O 0.47660 -0.83721 1.32092 -0.106
C -0.00480 -1.49287 0.22546 -0.058
C -1.07390 -0.72150 -0.54886 -0.262
O -1.43531 0.53250 0.04132 -0.037
C -0.05577 0.93926 -0.11515 -0.237
C 0.21032 -0.21179 -1.11194 -0.059
H 1.66164 0.84448 1.25947 0.133
H 0.05881 1.07542 2.03823 0.135
H 0.90568 -1.27224 -0.71317 0.149
H -1.87274 -1.25974 -1.05786 0.149
H 0.06544 1.97550 -0.44866 0.159
H 0.50087 -0.10981 -2.16149 0.140

=====

13
Properties=species:S:1:pos:R:3:lowdin_charge:R:1 method="wB97M-V/def2-TZVPD" homo_lumo_gap_ev=9.765 e_lumo_ev=0.157 fmax_ev_per_a=0.92 de_lowest_kj_mol=307.5 total_energy_ha=-344.48479
C -1.73717 0.13323 0.00298 -0.110
C 0.48008 -1.57876 -0.23887 0.096
C -0.34894 0.76863 0.11939 -0.205
C 0.75318 -0.08994 -0.53982 -0.216
C 1.97217 -0.35160 0.31089 -0.407
O 3.08454 -0.00388 0.49667 0.188
O 1.40710 -1.60266 0.73062 0.052
H -2.48002 0.74940 0.51522 0.075
H -1.75888 -0.86445 0.45487 0.064
H -2.05209 0.03077 -1.04060 0.083
H -0.10124 0.91367 1.17666 0.120
H -0.35291 1.75849 -0.34463 0.112
H 0.95498 0.19402 -1.57445 0.149

=====

13
Properties=species:S:1:pos:R:3:lowdin_charge:R:1 method="wB97M-V/def2-TZVPD" homo_lumo_gap_ev=10.895 e_lumo_ev=0.516 fmax_ev_per_a=0.87 de_lowest_kj_mol=31.9 total_energy_ha=-344.58975
C 0.41080 -0.06024 -1.77471 -0.025
C 0.64054 -0.01887 -0.24862 -0.324
O 0.08888 1.24052 0.15869 0.025
C -0.83713 1.08676 1.15617 -0.469
O -1.53244 1.98609 1.54356 0.120
C -0.76628 -0.32618 1.60337 0.028
C 0.05644 -0.97937 0.78410 0.006
H 0.65101 0.92072 -2.22101 0.091
H 1.08827 -0.78268 -2.23099 0.075
H -0.62402 -0.26522 -2.05504 0.083
H 1.73485 -0.11106 -0.12172 0.151
H -1.31656 -0.69459 2.46488 0.122
H 0.40563 -1.99588 0.94132 0.117

=====

13
Properties=species:S:1:pos:R:3:lowdin_charge:R:1 method="wB97M-V/def2-TZVPD" homo_lumo_gap_ev=10.851 e_lumo_ev=0.835 fmax_ev_per_a=0.83 de_lowest_kj_mol=246.8 total_energy_ha=-344.50790
C 1.53961 0.71165 0.73188 -0.032
C 0.51528 -0.38217 0.45562 -0.348
O -0.76727 0.08926 0.99724 0.008
C -1.90150 0.11650 0.25533 -0.333
O -2.95885 0.49260 0.67472 0.086
C 0.36076 -0.71910 -0.96507 -0.073
C -0.26608 -0.83470 -1.98976 0.127
H 1.41152 1.54262 0.03380 0.091
H 2.56714 0.34230 0.64859 0.089
H 1.37393 1.07286 1.74855 0.087
H 0.75557 -1.28374 1.02964 0.151
H -1.74524 -0.23252 -0.76655 0.091
H -0.88486 -0.91555 -2.85399 0.056

=====

13
Properties=species:S:1:pos:R:3:lowdin_charge:R:1 method="wB97M-V/def2-TZVPD" homo_lumo_gap_ev=9.649 e_lumo_ev=0.560 fmax_ev_per_a=0.48 de_lowest_kj_mol=539.9 total_energy_ha=-344.39628
O -1.82240 2.09266 0.96526 0.075
C -0.82361 1.41806 0.99574 -0.191
C -0.18018 0.87819 -0.25838 -0.226
O 1.22938 0.59777 -0.11636 -0.033
C 1.04606 -0.70898 -0.61548 -0.230
C -0.13710 -1.66285 0.35076 0.064
C -0.46682 -0.60904 -0.62258 -0.233
H -0.33012 1.12862 1.94816 0.136
H -0.36295 1.55885 -1.09622 0.161
H 1.59189 -1.00551 -1.51114 0.162
H 1.28953 -1.61745 0.11101 0.122
H 0.03341 -1.22507 1.34793 0.056
H -1.06710 -0.84525 -1.49869 0.135

=====

13
Properties=species:S:1:pos:R:3:lowdin_charge:R:1 method="wB97M-V/def2-TZVPD" homo_lumo_gap_ev=10.626 e_lumo_ev=0.841 fmax_ev_per_a=0.55 de_lowest_kj_mol=262.7 total_energy_ha=-344.50187
O 2.06473 1.52919 -1.40176 0.065
C 1.75058 0.94395 -0.39350 -0.183
C 0.82518 -0.25271 -0.41085 -0.250
O 0.67288 -0.89472 0.86541 -0.040
C -0.73404 -1.00204 0.64406 -0.239
C -1.38716 0.32900 0.66395 -0.046
C -0.68627 -0.13594 -0.59097 -0.119
H 2.15925 1.21967 0.60033 0.135
H 1.21882 -0.96334 -1.14973 0.164
H -1.20151 -1.95877 0.85172 0.149
H -2.47014 0.28248 0.56425 0.113
H -1.02011 1.12949 1.30104 0.115
H -1.19222 -0.22627 -1.54397 0.136